1.
This record from the OMol25 dataset describes an isolated molecule of C8H12O in a non-equilibrium geometry. The level of theory is wB97M-V/def2-TZVPD.

The charge is 0. As for the HOMO energy: -9.19 eV. The relative energy (zero: lowest compared OMol25 entry of this formula, charge and spin) comes out at 330.55 kJ/mol. As for the SMILES: C=CC(=O)/C=C(/C)CC.

Each line ends with the Löwdin charge.
Element x y z (Å)
1 C 1.158 -1.069 -2.047  0.03
2 C 0.694 0.184 -1.817  -0.15
3 C -0.802 0.407 -1.693  -0.42
4 O -1.375 1.215 -2.385  0.09
5 C -1.416 -0.293 -0.538  -0.03
6 C -0.730 -0.502 0.572  -0.19
7 C -1.146 -1.233 1.789  -0.06
8 C 0.883 0.306 0.614  -0.17
9 C 0.540 1.709 1.112  -0.11
10 H 0.704 -1.921 -1.566  0.07
11 H 2.039 -1.248 -2.644  0.06
12 H 1.199 1.027 -2.275  0.12
13 H -2.465 -0.547 -0.656  0.12
14 H -2.196 -1.528 1.757  0.09
15 H -0.982 -0.621 2.678  0.08
16 H -0.535 -2.133 1.905  0.09
17 H 1.279 -0.315 1.418  0.08
18 H 1.814 0.369 0.053  0.09
19 H -0.166 1.679 1.945  0.07
20 H 1.437 2.222 1.453  0.07
21 H 0.065 2.288 0.322  0.08

2.
This record from the OMol25 dataset describes an isolated molecule of C11H19BrNO2 in a non-equilibrium geometry. The level of theory is wB97M-V/def2-TZVPD.

As for the expectation value of S²: 0.754. As for the spin multiplicity: 2. The charge is 0. As for the HOMO energy (spin up / spin down): -8.28 / -9.64 eV.

Each line ends with the Löwdin charge.
Element x y z (Å)
1 C -1.966 -0.608 2.160  -0.04
2 C -1.270 -0.580 0.810  -0.47
3 C -1.903 -1.701 -0.075  0.01
4 C 0.204 -0.886 1.021  -0.12
5 C 0.973 -0.875 -0.289  -0.31
6 C 2.475 -1.072 -0.062  -0.16
7 C 3.143 -1.428 -1.363  -0.75
8 O 3.868 -0.699 -2.010  0.04
9 Br 2.707 -3.226 -2.036  0.69
10 C 0.685 0.413 -1.097  -0.08
11 C -0.290 1.400 -0.457  -0.45
12 C -0.824 2.336 -1.579  -0.01
13 C 0.443 2.245 0.612  0.00
14 N -1.467 0.727 0.132  -0.14
15 O -2.300 1.522 0.671  -0.01
16 H -1.515 0.073 2.873  0.09
17 H -3.021 -0.396 2.054  0.08
18 H -1.876 -1.619 2.547  0.09
19 H -2.839 -2.021 0.362  0.08
20 H -2.110 -1.312 -1.065  0.09
21 H -1.239 -2.552 -0.150  0.08
22 H 0.646 -0.174 1.717  0.12
23 H 0.307 -1.863 1.481  0.13
24 H 0.621 -1.714 -0.877  0.09
25 H 2.959 -0.167 0.279  0.13
26 H 2.615 -1.880 0.650  0.12
27 H 0.326 0.125 -2.080  0.12
28 H 1.607 0.959 -1.271  0.13
29 H -1.904 2.274 -1.626  0.08
30 H -0.450 2.038 -2.552  0.07
31 H -0.555 3.370 -1.418  0.07
32 H 0.727 3.212 0.228  0.08
33 H 1.365 1.741 0.896  0.07
34 H -0.143 2.339 1.517  0.09